Entry 1:
This record from OMol25 describes a structure of composition C24H17N3O6. The level of theory is wB97M-V/def2-TZVPD.

Structure (XYZ):
```
50
Properties=species:S:1:pos:R:3:lowdin_charge:R:1
H -0.322 -0.191 0.052 0.15
C -3.896 1.168 -0.630 0.18
N 0.905 2.584 -0.338 0.00
H 6.024 -1.315 1.100 0.13
C -2.668 0.584 0.254 -0.24
C -0.965 0.147 2.104 -0.17
H -8.283 -1.498 -0.465 0.11
H 6.514 0.909 0.516 0.14
H 3.861 -4.864 0.112 0.00
H -4.137 -1.957 1.873 0.20
C 3.103 -2.973 -0.665 0.00
C 5.550 1.204 0.050 -0.03
O 3.384 1.264 -0.223 0.12
O 1.664 1.424 1.597 0.12
C 3.694 2.347 -0.057 -0.51
H -6.511 -2.230 1.068 0.13
C 4.426 0.409 -0.204 -0.10
H 3.389 4.518 -0.374 0.19
H -0.026 -0.355 2.572 0.16
H -1.163 1.158 2.469 0.14
C -4.115 -0.978 1.132 0.06
H -8.231 0.471 -2.127 0.14
C 5.237 -1.672 0.480 -0.03
C 4.396 -1.101 -0.186 -0.12
O 2.687 -0.233 -2.319 0.11
C -5.234 -0.789 0.245 -0.12
O -1.678 1.377 0.201 0.03
H 5.835 -3.852 0.910 0.13
C -0.429 0.794 0.562 -0.11
H -6.014 1.441 -2.166 0.15
C -6.495 -1.379 0.324 -0.06
C -7.443 -0.728 -0.463 -0.13
C -2.970 -0.394 0.921 -0.27
N 2.235 -0.985 -1.445 -0.38
H -0.126 2.434 -0.799 0.23
C -7.280 0.128 -1.585 -0.02
C 3.252 -1.703 -0.912 -0.14
H -3.714 1.792 -1.407 0.08
O 1.167 -1.366 -1.332 0.16
C 5.016 2.374 0.324 -0.05
C 0.912 1.541 0.658 -0.34
H 5.671 3.563 0.089 0.21
C 2.856 3.347 -0.447 -0.07
O -1.935 -0.628 1.865 0.00
C -5.050 0.446 -0.641 -0.24
N 1.621 3.535 -0.475 0.02
C 5.035 -3.145 0.403 0.00
C 4.045 -4.024 -0.174 0.07
C -6.109 0.793 -1.224 -0.15
H 2.315 -3.394 -1.228 0.11
```

F_max: 0.3577 hartree/bohr
HOMO energy: -0.2797 Eh
LUMO level: -0.590 eV
2S+1: 1
Kohn-Sham gap: 7.021 eV
E: -1539.63475 hartree
Charge: 0

---

Entry 2:
This record from OMol25 describes a cluster of 5 separate species, C3H14O5 in total. The level of theory is wB97M-V/def2-TZVPD.

Structure (XYZ):
```
22
Properties=species:S:1:pos:R:3:lowdin_charge:R:1
H -1.046 -1.424 2.648 0.16
O 1.460 -2.844 -1.868 -0.04
C 1.076 0.773 1.965 0.02
H -2.209 0.386 1.627 0.05
O -1.615 -1.512 -0.829 -0.04
O -0.143 -1.146 2.186 -0.05
H 1.795 2.016 -1.027 -0.01
H -2.144 -2.117 -1.343 0.06
H -1.194 1.195 0.547 0.05
C -1.347 0.951 1.550 -0.03
H 1.315 1.811 1.825 0.06
H 1.161 3.276 -1.472 0.06
H -0.358 0.866 -2.103 -0.02
H -0.851 -2.080 -0.650 0.05
O -0.043 0.033 -2.362 -0.05
H -1.464 1.990 2.045 0.13
C -0.105 0.239 1.895 -0.46
H 1.990 -2.359 -1.237 0.04
O 0.992 2.346 -1.270 -0.01
H 1.218 -2.186 -2.507 0.01
H -0.532 -0.578 -1.827 -0.05
H 2.042 0.365 2.206 0.06
```

F_max: 0.0790 hartree/bohr
HOMO energy: -0.3242 Eh
LUMO level: 0.527 eV
2S+1: 1
Energy relative to the best compared isomer or geometry (same formula, charge and spin): 1.8989 eV
Kohn-Sham gap: 9.349 eV
E: -498.83891 hartree
SMILES: C=C(C)O.O.O.O.O
Charge: 0

---

Entry 3:
This record from OMol25 describes a cluster of 15 separate species, C38H92Cl14O24S8 in total. The level of theory is wB97M-V/def2-TZVPD.

Structure (XYZ):
```
176
Properties=species:S:1:pos:R:3:lowdin_charge:R:1
H -1.437 1.641 2.461 0.05
O 0.749 3.771 8.266 -0.25
C -4.383 -4.458 1.826 -0.08
O -1.965 -2.070 5.466 -0.31
O 2.847 -4.766 0.672 -0.28
O -0.976 -5.256 -4.812 -0.27
O 2.177 0.952 -0.971 -0.31
H 1.113 -6.647 1.924 0.08
H 1.124 -2.167 -9.645 0.07
O 6.273 2.314 -3.345 -0.31
H -3.229 3.278 -1.241 0.05
H 0.110 2.645 0.848 0.11
H -1.634 7.267 1.534 0.07
C 4.749 1.829 -7.395 -0.58
H -4.836 -0.762 3.347 0.08
H 3.493 -0.609 1.068 0.12
C -4.345 2.330 5.517 -0.66
H -2.898 6.575 0.346 0.04
H 5.783 -0.589 -2.699 0.07
H 2.817 3.699 2.322 0.05
H 1.380 -6.546 -5.537 0.08
C -0.269 -1.490 3.523 -0.09
H -2.840 2.010 7.145 0.05
C -0.222 1.630 0.630 -0.28
H 4.137 -6.594 -0.571 0.07
H 4.272 2.340 -8.231 0.07
H -6.402 -0.235 2.690 0.09
H 0.970 3.640 10.865 0.08
H -1.709 -0.027 -4.331 0.06
H 1.092 3.743 -5.060 0.05
Cl -1.102 5.269 -3.549 0.54
H -5.900 -2.198 1.476 0.10
O -3.246 -4.397 -5.419 -0.29
H -3.806 -4.374 2.747 0.04
S -2.199 -4.243 -4.390 0.68
C 1.078 -6.309 -4.517 -0.06
S -0.492 4.390 9.225 0.69
H 1.079 -4.989 2.656 0.07
Cl -1.335 7.704 -0.686 0.55
O 4.234 2.561 -1.859 -0.29
C 3.723 3.486 -2.768 -0.28
H -3.739 -4.921 -2.774 0.07
C 3.545 2.938 2.041 -0.08
Cl -3.315 2.605 -4.115 0.63
O 6.411 1.575 -0.908 -0.31
H 1.738 3.240 -1.903 0.05
Cl 3.550 0.734 -6.575 0.52
C 4.933 0.092 -2.645 -0.08
H -3.183 -3.674 6.017 0.12
H 1.019 -1.559 -6.543 0.05
Cl -3.383 -0.393 -2.706 0.60
O -1.610 -3.878 3.667 -0.32
O -0.391 1.404 -0.782 -0.24
S 3.429 1.482 3.184 0.71
H -0.606 3.904 11.569 0.07
H -5.209 1.700 -1.919 0.03
O 2.918 -3.463 -1.511 -0.31
H -0.527 5.697 -5.674 0.06
H 0.832 -4.148 -4.660 0.10
H -1.324 4.763 1.488 0.06
H 3.498 2.618 0.999 0.05
H -2.404 -6.006 -2.740 0.08
Cl -4.387 4.086 0.625 0.60
H -4.219 -5.469 1.453 0.07
C -1.044 5.420 0.664 -0.67
H 5.517 -1.908 1.710 0.09
S -3.662 -3.281 0.572 0.67
H 2.042 -6.269 -4.009 0.05
O 3.837 1.907 4.532 -0.30
S 0.835 0.696 -1.583 0.65
H 0.607 -7.215 -4.136 0.08
O -4.510 -3.212 -0.619 -0.31
H -1.700 0.286 1.273 0.07
O -0.284 5.822 9.394 -0.27
H 4.472 0.654 0.354 0.07
H -4.766 1.325 5.554 0.06
C -1.854 6.684 0.640 -0.69
C 1.080 -1.477 -8.802 -0.63
C 2.376 4.030 -2.299 -0.05
H -0.136 1.778 7.952 0.11
H -2.128 -3.115 7.289 0.13
C -5.208 -1.362 1.373 -0.33
C -2.758 -2.776 6.467 -0.29
H -2.289 1.827 0.901 0.05
H 0.449 -1.852 2.787 0.07
H 2.600 2.369 6.715 0.07
H 1.782 4.523 -3.068 0.05
O 4.617 0.564 2.457 -0.25
H -4.622 0.983 -5.117 0.07
H 6.754 1.512 -8.381 0.07
H 0.894 -4.019 0.254 0.10
H -4.482 1.333 -0.389 0.04
H -5.028 2.925 6.123 0.08
C -0.801 4.745 -5.221 -0.66
H -3.137 1.236 -6.034 0.07
H -0.256 2.406 10.662 0.08
Cl 5.406 -0.110 -9.313 0.51
H 1.940 -0.808 -8.801 0.04
H 4.451 -5.837 -2.272 0.07
O 2.131 0.781 3.074 -0.33
H 2.743 -6.165 -1.755 0.03
C -3.545 1.125 -5.029 -0.61
S -0.880 -2.953 4.521 0.68
O -3.916 -1.851 1.390 -0.28
C -5.072 2.088 -0.910 -0.73
Cl 2.472 -3.176 -7.138 0.53
Cl 0.692 5.800 0.904 0.55
O 5.114 -4.060 -0.218 -0.30
H 1.145 -5.592 -0.337 0.10
H 1.172 -1.655 -1.736 0.05
O -2.217 -3.447 0.525 -0.31
H 2.488 4.772 -1.508 0.06
H -2.129 -4.422 -2.001 0.05
H -4.560 -2.348 7.585 0.09
C 0.301 -5.007 -4.250 -0.27
H 1.359 2.031 8.676 0.11
H -3.507 -1.059 7.451 0.08
C 3.779 -6.042 -1.440 -0.08
O 0.203 -3.402 5.380 -0.30
C 1.525 2.221 6.616 -0.08
H 4.448 4.300 -2.782 0.12
C 5.525 -1.029 1.065 -0.08
Cl -6.686 2.305 -0.227 0.57
O -1.737 3.869 8.660 -0.32
C 0.398 -1.066 -1.245 -0.07
C -4.273 3.334 -0.934 -0.72
H -1.155 4.940 -0.308 0.05
O -1.627 -2.897 -4.170 -0.33
C 0.832 -5.603 1.790 -0.04
H -1.141 -1.074 3.018 0.04
H -0.524 -1.259 -1.794 0.05
H 0.157 -0.811 4.261 0.04
Cl 0.233 2.980 -7.097 0.56
C 4.425 -0.055 1.180 -0.31
H 4.544 3.340 2.204 0.07
H -3.083 -0.969 -4.982 0.06
C 0.727 2.441 7.888 -0.34
H -5.432 -4.243 2.031 0.06
C -2.925 2.349 6.113 -0.60
Cl -1.822 1.236 5.181 0.59
Cl -0.451 -0.552 -9.036 0.52
H -5.265 -1.005 0.345 0.11
S 3.731 -4.325 -0.677 0.68
H 6.306 0.300 -7.199 0.06
C -2.650 -4.946 -2.802 -0.11
C -3.858 -1.913 6.872 -0.09
H -2.483 3.345 6.150 0.06
H 0.523 1.009 1.126 0.09
C -2.795 -0.115 -4.368 -0.60
H -4.375 -1.563 5.979 0.08
C -1.459 1.340 1.414 -0.06
C 1.017 -2.171 -7.445 -0.66
S 5.628 1.740 -2.161 0.69
H -0.250 -5.655 1.672 0.07
O 0.582 0.993 -2.961 -0.28
H 4.485 0.254 -3.625 0.04
H 1.316 1.212 6.261 0.07
H 3.650 3.048 -3.763 0.11
H -4.887 0.586 2.080 0.05
C -5.335 -0.322 2.484 -0.04
C 1.406 -4.949 0.503 -0.25
H 0.265 -4.872 -3.169 0.11
C 5.907 0.970 -7.961 -0.64
H -4.702 3.959 -1.717 0.07
H 4.220 -0.234 -1.888 0.04
H 5.674 -1.362 0.038 0.07
H 5.159 2.570 -6.709 0.07
H 6.421 -0.417 1.170 0.09
H 0.383 -1.151 -0.158 0.06
H 1.221 2.890 5.811 0.08
H -1.787 4.504 -5.620 0.03
C 0.089 3.504 -5.413 -0.66
Cl -4.274 2.884 3.865 0.59
H -0.218 2.627 -4.844 0.04
C -0.097 3.483 10.702 -0.13
H 0.175 -2.856 -7.352 0.06
```

F_max: 0.0896 hartree/bohr
HOMO energy: -0.3842 Eh
LUMO level: -0.071 eV
2S+1: 1
Energy relative to the best compared isomer or geometry (same formula, charge and spin): 0.0000 eV
Kohn-Sham gap: 10.383 eV
E: -12936.83177 hartree
Charge: 0

---

Entry 4:
This record from OMol25 describes a structure of composition C20H32LuN2S. The level of theory is wB97M-V/def2-TZVPD.

Structure (XYZ):
```
56
Properties=species:S:1:pos:R:3:lowdin_charge:R:1
C 5.807 0.201 -0.208 -0.17
H 8.718 -2.375 -1.436 0.09
C -0.866 1.418 -0.700 -0.22
H 5.531 0.750 -1.175 0.13
H -1.818 -0.138 -1.993 0.13
C 7.879 -2.369 -0.647 -0.11
N -6.646 -4.360 0.824 -0.17
C 2.734 0.926 -0.139 -0.19
H 7.612 -1.443 1.442 0.12
H 4.022 2.681 0.443 0.13
H 0.749 0.605 -2.156 0.13
C 3.770 1.643 0.858 -0.18
C -6.025 -1.939 0.880 -0.28
H -8.063 1.122 0.495 0.13
H -3.828 2.277 -1.111 0.13
H 7.985 -3.351 -0.052 0.09
H -4.212 0.650 -1.957 0.14
H 5.525 -0.912 -0.221 0.11
H -3.587 -0.744 -0.071 0.09
H 5.055 0.053 1.950 0.13
H 9.214 -0.999 0.512 0.14
C -7.165 -3.020 0.727 -0.21
H 1.426 2.772 0.194 0.12
H 6.842 -2.352 -1.128 0.07
C 5.146 0.834 1.113 -0.17
H 5.911 1.619 1.503 0.14
C -2.017 0.958 -1.723 -0.21
C -5.129 0.712 0.916 -0.22
C -3.730 0.357 0.201 -0.25
H 2.393 2.758 -1.380 0.12
H -0.662 0.635 0.132 0.10
S -4.946 -4.348 1.106 1.02
H -1.116 2.448 -0.259 0.13
H -9.471 -3.353 0.419 0.14
H -5.540 1.657 0.387 0.14
H -10.020 -0.651 0.302 0.13
C 7.443 0.239 -0.124 -0.17
H -1.905 1.565 -2.686 0.13
H 3.250 1.729 1.889 0.13
H -2.889 0.610 0.964 0.09
H 7.894 0.398 -1.180 0.13
H 0.286 2.370 -2.349 0.13
N -4.752 -2.617 1.126 -0.55
C -8.946 -1.032 0.433 0.04
C -7.770 0.022 0.554 0.09
C -6.266 -0.405 0.779 -0.14
C -8.650 -2.568 0.501 0.09
C 8.070 -1.154 0.423 -0.22
C -3.519 1.182 -1.194 -0.17
Lu -4.125 -1.435 3.091 1.98
C 0.511 1.559 -1.552 -0.20
H 7.841 1.093 0.522 0.11
H -4.998 1.033 2.029 0.08
H 2.091 0.186 0.449 0.11
C 1.749 2.109 -0.689 -0.19
H 3.206 0.397 -1.032 0.11
```

F_max: 0.0900 hartree/bohr
HOMO energy: -0.5695 Eh
LUMO level: -14.085 eV
2S+1: 1
Kohn-Sham gap: 1.411 eV
E: -2522.97760 hartree
Charge: +3

---

Entry 5:
This record from OMol25 describes a structure of composition C25H22F5LuN3O2S4. The level of theory is wB97M-V/def2-TZVPD.

Structure (XYZ):
```
62
Properties=species:S:1:pos:R:3:lowdin_charge:R:1
O 1.396 0.247 -0.566 -0.28
H -2.510 0.873 3.157 0.07
H 5.840 -1.439 -4.255 0.11
S -2.095 2.321 0.866 0.56
H 0.630 -0.034 -3.072 0.06
Lu -0.349 0.317 0.581 1.33
N 2.149 -1.592 0.597 0.05
H 3.411 -2.774 0.184 0.07
H -0.711 0.056 -4.201 0.10
S -1.158 1.010 -2.058 0.83
H -3.960 -2.920 0.166 0.09
C -1.000 3.701 1.015 -0.51
H 1.585 -2.681 2.823 0.14
C -1.399 -1.383 5.419 -0.02
C -3.616 -0.370 -1.545 -0.46
C -2.071 -3.107 -0.858 -0.49
N 1.108 -1.247 1.422 -0.12
C 0.936 -1.864 2.518 -0.03
F -0.941 7.328 0.882 0.15
C 4.313 -0.151 -3.456 -0.07
C 5.110 -1.301 -3.467 -0.06
H 4.424 0.603 -4.222 0.11
C 1.259 4.538 1.443 -0.14
C -1.403 5.021 0.878 -0.23
N -0.948 -0.422 2.863 0.00
H -2.603 -3.233 -1.799 0.08
C 2.222 -0.750 -0.417 -0.44
H -2.988 0.070 5.471 0.12
H -0.153 -2.288 -3.560 0.09
O 4.035 -3.063 -0.516 0.07
H 5.614 -3.148 -2.487 0.12
C 0.336 3.527 1.296 -0.21
H -1.815 -1.875 -3.198 0.07
H -2.579 -2.678 1.209 0.07
C -2.938 0.832 -2.206 -0.50
F 0.804 2.233 1.441 -0.05
C -0.173 -1.399 3.379 -0.26
F -2.675 5.311 0.604 0.10
C -0.369 -1.909 4.643 0.00
F 2.535 4.278 1.710 0.14
C 4.073 -2.102 -1.451 -0.26
C -2.184 -0.373 4.901 -0.02
H -3.190 0.844 -3.268 0.10
H -3.442 -1.282 -2.109 0.06
F 1.668 6.852 1.426 0.15
C 3.251 -0.959 -1.432 -0.08
S -3.124 -0.680 0.173 0.80
S -0.536 -2.226 -1.211 0.90
C -0.517 6.076 1.019 -0.13
C -1.927 0.082 3.613 -0.12
C 4.995 -2.261 -2.487 0.00
C 3.396 0.006 -2.445 -0.03
C -0.784 -1.666 -2.926 -0.46
H -4.692 -0.199 -1.545 0.09
H -1.574 -1.759 6.418 0.12
C -2.967 -2.471 0.209 -0.51
H 2.770 0.888 -2.404 0.11
H 0.276 -2.691 5.018 0.13
C -0.443 -0.203 -3.175 -0.49
H -1.803 -4.111 -0.529 0.08
C 0.818 5.840 1.300 -0.13
H -3.319 1.758 -1.776 0.06
```

F_max: 0.0333 hartree/bohr
HOMO energy: -0.3925 Eh
LUMO level: -3.886 eV
2S+1: 1
Energy relative to the best compared isomer or geometry (same formula, charge and spin): 0.0000 eV
Kohn-Sham gap: 6.795 eV
E: -4608.17435 hartree
Charge: +1

---

Entry 6:
This record from OMol25 describes a cluster of 4 separate species, C53H39F3N4O10S in total. The level of theory is wB97M-V/def2-TZVPD.

Structure (XYZ):
```
110
Properties=species:S:1:pos:R:3:lowdin_charge:R:1
F 2.133 6.129 1.242 0.02
C 5.533 -0.161 2.975 -0.12
C -0.913 0.873 3.139 -0.57
C -7.518 6.159 1.784 -0.09
H -2.047 2.306 4.075 0.09
C 2.042 3.432 -0.420 -0.20
S -0.338 4.751 0.998 0.93
H -6.402 7.713 -2.762 0.12
C -7.771 7.068 -0.522 -0.28
O -5.343 5.559 2.438 0.10
F 0.430 7.228 -0.160 0.03
H 5.265 -9.197 3.319 0.12
H 1.233 0.854 3.265 0.08
C -5.489 6.470 0.278 -0.08
C 1.077 -2.848 -3.540 0.02
O 0.805 -0.564 -0.180 -0.03
C 0.644 -5.071 -6.622 -0.09
C 1.060 -0.922 -5.561 0.01
H 6.625 -9.069 5.384 0.11
C -1.139 1.461 1.625 -0.06
H 3.952 1.485 2.587 0.13
O 0.784 -5.515 -4.320 0.09
C 0.343 -5.851 -9.288 -0.06
C 0.412 -4.496 -8.961 0.01
C 0.891 -2.275 -5.884 -0.09
O -1.549 5.065 0.034 -0.36
C 1.239 -1.499 -3.220 -0.05
H 0.536 -0.684 2.843 0.08
N 0.423 0.206 3.378 0.05
O 2.184 4.325 -1.405 -0.01
C 3.304 -5.953 1.578 -0.08
H 1.057 -0.165 -6.344 0.12
C 6.126 -8.178 5.008 -0.06
H 5.498 1.576 1.498 0.12
H -2.511 -0.014 4.239 0.08
C 0.687 6.355 1.015 -0.27
C -8.337 6.687 0.787 -0.09
H 2.785 -2.675 2.355 0.10
C 0.234 1.816 0.803 -0.01
H 0.221 -6.153 -10.326 0.11
C 5.611 -5.824 5.207 0.01
C -4.382 7.272 -2.162 -0.05
C 0.778 -4.669 -5.207 -0.28
C 0.639 3.241 0.470 -0.10
C -8.072 5.769 3.011 0.00
C 0.913 -3.237 -4.876 -0.08
C 2.742 -3.610 1.798 0.00
O 4.207 -3.635 4.180 0.08
H -3.450 6.038 0.868 0.10
C 1.261 0.611 0.264 -0.10
H 6.173 -0.920 2.330 0.09
N 3.961 0.038 0.837 0.00
H 1.471 -4.887 -1.089 0.09
C -9.707 6.853 1.024 0.00
H 6.864 -6.909 6.587 0.11
H -11.317 6.617 2.438 0.11
C 3.941 -7.177 2.104 -0.28
H -3.954 7.581 -3.113 0.11
H 1.374 0.513 -3.983 0.11
C 0.581 -6.429 -6.953 0.01
H 5.716 -4.882 5.743 0.12
C -5.762 7.345 -1.962 0.00
C 1.238 -0.537 -4.231 -0.05
H 1.084 -3.593 -2.746 0.09
O 3.829 -8.241 1.506 0.10
H 6.333 0.467 3.601 0.09
C -9.439 5.930 3.241 -0.06
C -6.063 6.025 1.563 -0.28
C -4.104 6.402 0.077 0.01
H 1.371 -1.199 -2.183 0.07
H -7.441 5.344 3.789 0.12
N -1.070 1.934 4.228 0.05
C 2.883 0.999 0.384 -0.13
C 4.143 -4.685 3.552 -0.28
N -1.996 -0.207 3.340 0.03
F 0.201 7.138 2.213 0.00
H -9.867 5.630 4.196 0.11
H -1.921 2.349 1.676 0.13
H -1.077 1.379 5.121 0.08
C 4.836 -5.893 4.042 -0.09
C 3.274 2.391 0.025 0.06
C -6.315 6.953 -0.736 -0.09
H 0.396 -7.873 -8.543 0.11
O -0.819 4.572 2.490 -0.35
C 6.258 -6.965 5.685 -0.06
C 0.574 -4.105 -7.625 -0.09
C -10.254 6.480 2.253 -0.06
H 3.491 -0.794 1.278 0.09
H -10.351 7.278 0.255 0.12
H 0.343 -3.748 -9.749 0.12
C 0.437 -6.817 -8.287 -0.06
C 5.359 -8.248 3.844 0.01
C 3.380 -4.757 2.290 -0.08
C 1.998 -4.851 -0.138 -0.04
H -1.564 -1.152 3.447 0.07
H -1.695 0.598 1.016 0.14
C 2.618 -5.999 0.358 0.02
H 4.771 -0.679 3.696 0.08
H 1.562 -2.768 0.203 0.08
O -8.500 7.480 -1.417 0.09
C 2.053 -3.660 0.586 -0.05
C -3.553 6.808 -1.141 -0.06
C 0.689 -2.671 -7.292 -0.28
H 4.363 2.824 0.032 0.13
C 4.702 0.810 1.948 -0.28
H 2.567 -6.926 -0.210 0.13
O 0.625 -1.822 -8.173 0.10
C 4.721 -7.101 3.355 -0.09
H 0.648 -7.189 -6.176 0.12
H -2.477 6.759 -1.293 0.09
```

F_max: 0.1649 hartree/bohr
HOMO energy: -0.3454 Eh
LUMO level: -2.710 eV
2S+1: 1
Kohn-Sham gap: 6.688 eV
E: -3711.92217 hartree
SMILES: CCNC1=CC(=O)C(S(=O)(=O)C(F)(F)F)=C(CC(N)(N)N)C1=O.O=C1c2ccccc2C(=O)c2ccccc21.O=C1c2ccccc2C(=O)c2ccccc21.O=C1c2ccccc2C(=O)c2ccccc21
Charge: 0